Formula: C9H16N3
Source: OMol25
Level of theory: ωB97M-V/def2-TZVPD

Each line ends with the Löwdin charge.
Cartesian coordinates (Å):
H 0.10361 -2.45773 1.10056  0.1551
H 0.91160 -1.22267 -2.13352  0.1267
N -3.80241 0.19087 -0.78477  0.0985
C 1.17814 0.81645 -1.42082  -0.1618
H -4.73594 0.97238 0.89555  0.1184
H 2.98449 1.48990 -0.45431  0.1245
H 0.46631 1.04556 1.21526  0.1019
H -2.22450 -0.69003 -1.91644  0.1134
H 0.10079 0.94764 -1.31414  0.0986
H -2.10243 1.10983 1.55969  0.1268
C 1.90632 1.54549 -0.30325  -0.1863
C 1.49537 -0.69904 -1.37865  -0.0907
C 1.91555 -0.55196 1.09328  -0.0894
H -2.70254 -0.49843 1.96128  0.1320
C 1.22013 -1.20605 -0.02383  -0.2503
H 1.62492 2.59897 -0.31923  0.1249
N 0.34489 -2.13182 0.16990  0.2573
C -2.53115 -0.33045 -0.94971  -0.2143
H 1.64684 -0.98625 2.05535  0.1292
H 1.47454 1.20570 -2.39371  0.1249
N -1.77706 -0.35056 0.08706  0.0281
H 2.55746 -0.82273 -1.60212  0.1466
C -3.86753 0.52738 0.44810  -0.0864
H 2.06167 1.46277 1.85224  0.1251
H 2.99568 -0.62857 0.95891  0.1457
H -0.20474 -2.50360 -0.59628  0.1457
C 1.53868 0.94902 1.04790  -0.1568
C -2.57868 0.21794 1.14569  -0.1872

The max |F| comes out at 0.0234 hartree/bohr. Its total charge is +1. As for the relative energy (zero: lowest compared OMol25 entry of this formula, charge and spin): 172.9 kJ/mol. The total energy comes out at -14056.3121 eV.

Formula: C9H16N3
Source: OMol25
Level of theory: ωB97M-V/def2-TZVPD

Each line ends with the Löwdin charge.
Cartesian coordinates (Å):
C 0.11169 2.23077 2.28912  -0.0888
C 1.80118 -1.24255 -0.96648  -0.3760
H 3.44945 0.00888 -1.35579  0.1259
H -0.72451 -2.98764 -1.45270  0.1002
H -1.72898 0.53971 2.72907  0.1470
H -0.40352 -3.80943 0.08992  0.1193
C -0.77083 2.32125 -0.02340  -0.0667
H -0.18384 3.17039 -0.43782  0.1325
C -1.56800 0.65396 1.60887  -0.0640
H -0.51184 -2.10199 0.09775  0.0190
H -1.29743 1.67811 -2.07767  0.1049
H 0.14190 -0.32151 0.00149  0.0987
C -0.92092 1.86687 1.25729  -0.3092
C -0.13444 -2.88427 -0.51509  -0.0007
H 1.87494 -3.31017 -0.33594  0.2060
C -1.28953 1.43407 -1.01824  -0.0935
H 0.70057 3.30432 2.18364  0.1363
H 0.84959 1.41863 2.23962  0.0656
H 3.81919 -1.61588 -1.87513  0.1570
H -0.21228 2.31147 3.39946  0.1030
N 3.14942 -0.99248 -1.32043  0.1351
H -2.45660 -0.32899 -1.48739  0.1071
N 1.15960 -0.10550 -0.38210  0.1525
C -1.98670 0.23831 -0.69282  -0.0987
H 1.32721 0.94605 -0.71984  0.1749
H -2.79978 -0.91145 0.76073  0.0815
N 1.35618 -2.46388 -0.78170  0.0355
C -2.15919 -0.12797 0.66579  -0.1044

The max |F| comes out at 0.1061 hartree/bohr. Its total charge is +1. As for the relative energy (zero: lowest compared OMol25 entry of this formula, charge and spin): 365.8 kJ/mol. The total energy comes out at -14054.3127 eV.

Formula: C9H16N4O2
Source: OMol25
Level of theory: ωB97M-V/def2-TZVPD

Each line ends with the Löwdin charge.
Cartesian coordinates (Å):
O -2.85399 -2.53225 2.36153  0.0954
H 0.81673 2.69719 -2.45837  0.0788
H 1.30041 0.04716 -3.51896  0.0872
H -1.31151 2.22094 2.96008  0.0785
H -0.45584 0.98504 -1.25267  0.1109
H 1.38450 2.47778 -0.77800  0.0734
H -1.54803 0.60885 1.15314  0.1762
C 0.48688 0.73001 -1.68691  -0.4535
N -1.66350 -2.15941 -0.74538  0.1150
H 2.27436 -0.23115 -1.11634  0.1106
H -0.16157 -2.05042 1.92718  0.1826
C -0.27496 1.90956 3.04436  0.0143
N -2.54734 -2.65634 0.09310  0.0907
C -0.89848 -1.46416 1.32950  -0.1641
C -0.26069 0.42004 2.75821  -0.5513
H 2.30672 1.79166 -2.15887  0.0925
H -0.25009 -0.66463 -3.25375  0.0603
O 0.44192 -0.32330 3.41320  0.0545
N -0.65464 -1.55369 -0.09850  -0.1206
C 0.70506 -1.61766 -0.65871  -0.1174
C -2.25270 -2.18778 1.35206  -0.4216
H 1.30006 0.28224 0.24796  0.1160
C 1.26590 -0.19616 -0.74887  -0.1649
C 0.29883 0.25428 -3.12452  -0.0711
N -0.94826 -0.04580 1.70068  0.1244
H -0.18704 1.03573 -3.74460  0.0909
H 0.33006 2.44805 2.30211  0.0875
H 1.35593 -2.19667 0.02699  0.1321
H 0.64443 -2.15621 -1.59628  0.1151
C 1.29835 2.01200 -1.75724  -0.0940
H 0.05849 2.11507 4.02790  0.0716

The max |F| comes out at 0.0714 hartree/bohr. As for the relative energy (zero: lowest compared OMol25 entry of this formula, charge and spin): 198.5 kJ/mol. The total energy comes out at -19646.4833 eV. Its SMILES is CC(=O)N[C@H]1C(=O)N=NN1CCC(C)C.

Formula: C9H16N4O2
Source: OMol25
Level of theory: ωB97M-V/def2-TZVPD

Each line ends with the Löwdin charge.
Cartesian coordinates (Å):
H -0.32064 -2.41183 -0.24065  0.0659
C 4.13477 -0.91054 -0.32291  -0.0777
H -5.27048 2.10729 -0.10462  0.1622
C -3.42415 1.65963 -0.28026  -0.1264
C 1.69392 -1.21587 -0.56622  -0.0470
C 2.83913 -0.48899 -0.32955  -0.2080
C -2.18296 -1.42476 0.72022  -0.1194
C 2.48068 0.86028 0.01063  -0.1967
H -1.47690 1.41767 -0.44157  0.1875
C -2.67807 -0.55586 -0.53065  -0.1256
O 5.22726 -0.20048 -0.23835  0.1313
H 3.91452 1.07144 1.69505  0.0671
H 4.95913 0.76842 -0.03891  0.1656
H 0.46924 2.43318 -1.77240  0.0976
H 2.36415 1.79511 2.08412  0.0961
H -2.35629 -1.04564 -1.49693  0.1549
H -3.18233 -1.76727 1.21066  0.1610
N -1.46762 -2.63266 0.26572  0.0989
N 0.37591 1.86551 -0.96774  0.1760
H -3.77531 -0.80479 -0.59932  0.1453
C 3.09164 1.61705 1.26898  -0.0044
H 3.56626 2.62018 1.12134  0.1065
O -4.67217 1.35502 -0.03425  0.1781
H -2.01765 -3.03527 -0.39966  0.0998
H -3.29189 2.71111 -0.15525  0.1709
H -1.30925 -3.22741 1.01067  0.1203
C 1.37673 1.37855 -0.51344  -0.1057
N -2.45933 0.84716 -0.46962  0.0891
H 4.35332 -1.99080 -0.64542  0.1900
H -1.68682 -0.92936 1.50948  0.1094
N 0.72521 -1.86606 -0.74914  0.2375

The max |F| comes out at 0.0854 hartree/bohr. Its total charge is +2. As for the relative energy (zero: lowest compared OMol25 entry of this formula, charge and spin): 172.1 kJ/mol. The total energy comes out at -19628.5441 eV.

Formula: C9H16NO
Source: OMol25
Level of theory: ωB97M-V/def2-TZVPD

Each line ends with the Löwdin charge.
Cartesian coordinates (Å):
C 0.96676 -0.42814 -0.82421  -0.2890
H -0.31243 0.89235 1.99948  0.1553
H 2.71437 0.82574 -0.63123  0.0938
C 0.90857 -2.35128 1.37555  0.0258
C -2.71986 0.11583 0.12262  -0.0691
C 0.04777 -0.30013 0.33009  -0.2311
H 1.70315 -2.16916 0.65309  0.0803
H -2.70906 1.11081 0.57577  0.0717
H -1.70746 0.10981 -2.73284  0.1161
N 0.15619 1.13293 1.14912  0.0922
H 0.31870 -3.19706 1.19369  0.0959
C -1.58162 -0.13279 -0.66400  -0.1167
H 1.40580 -2.33657 2.27352  0.0762
H 0.76140 -0.46813 -2.94772  0.1202
C -0.36546 2.29763 0.40622  0.0168
C -1.10812 -0.17326 -1.90600  -0.0224
H 2.69669 -0.48933 -1.76978  0.1193
H -3.68758 0.02207 -0.38837  0.1108
H 1.12840 1.12520 1.44775  0.1694
H 0.01404 3.13789 0.96685  0.1028
H 0.22378 2.15561 -0.49912  0.1086
H -2.81771 -0.62098 0.91373  0.1019
C 2.37938 -0.18953 -0.75376  -0.0379
H -1.48713 2.30327 0.30250  0.1054
C 0.32061 -0.39985 -1.99309  0.0141
O 0.02181 -1.20855 1.33868  -0.0750
H 2.72902 -0.76439 0.06144  0.0644

The max |F| comes out at 0.1056 hartree/bohr. Its total charge is +1. As for the relative energy (zero: lowest compared OMol25 entry of this formula, charge and spin): 375.4 kJ/mol. The total energy comes out at -13119.9655 eV.

Formula: C9H16NO2
Source: OMol25
Level of theory: ωB97M-V/def2-TZVPD

Each line ends with the Löwdin charge.
Cartesian coordinates (Å):
C -2.21271 -0.16492 0.72474  -0.1289
C 0.83424 -0.19132 0.29600  -0.0931
H 1.84655 2.37114 0.21218  0.1345
H 0.77270 2.83751 1.52484  0.1455
O -1.45428 -1.64888 -0.91483  -0.0203
H 3.27534 -1.29974 1.04606  0.0687
C -0.14576 0.36481 -0.69825  -0.3852
H -2.78121 -1.45699 2.23091  0.1423
H 0.74808 -2.41477 -0.32102  0.1244
H 0.04949 -0.60699 -2.60447  0.1370
C 2.53513 -1.93896 0.60401  0.1004
C 0.53706 0.28031 -2.05521  0.0101
H -1.92941 -2.00627 -0.07942  0.1369
H -1.75532 0.73256 1.21830  0.1165
C -1.57544 -0.31571 -0.66556  -0.3256
H 0.29025 1.09293 -2.65235  0.0619
H -1.10023 2.04939 0.25185  0.0829
C 1.31158 -1.62107 0.15943  -0.0289
H -3.26935 0.03431 0.59043  0.1321
H 1.64197 0.27143 -1.98398  0.1150
H -0.36944 2.68645 -1.10060  0.1802
H 2.04833 0.44397 1.83874  0.2078
C 0.91870 2.05934 0.73160  -0.1097
O -1.97864 -1.32043 1.63849  -0.0818
H 2.96725 -2.92345 0.48571  0.0841
N 1.19840 0.71062 1.23143  0.1458
C -0.21589 1.83185 -0.30646  -0.1077
H -2.18739 0.14291 -1.40258  0.1552

The max |F| comes out at 0.0706 hartree/bohr. Its total charge is +1. As for the relative energy (zero: lowest compared OMol25 entry of this formula, charge and spin): 289.7 kJ/mol. The total energy comes out at -15168.8429 eV. Its SMILES is C=CC1=[NH+]CC[C@]1(C)[C@@H](O)CO.